Entry 1:
Formula: C8H10BeN2S
Source: the OMol25 dataset
Level of theory: wB97M-V/def2-TZVPD

XYZ file:
```
22
Properties=species:S:1:pos:R:3:forces:R:3
C -0.434811 1.038512 -1.818182 0.821 1.122 0.610
C 0.971012 1.179438 -1.580895 -1.187 1.137 0.228
C 1.144264 1.992802 -0.415941 -0.921 -0.301 -0.691
C -0.154228 2.335697 0.082622 0.068 -0.508 -1.199
C -1.131079 1.749831 -0.789363 1.335 0.214 -0.329
Be -0.061616 -0.356586 0.619047 0.887 -0.526 -1.437
N -1.222538 -1.246902 0.123874 -1.286 -1.820 -0.088
C -0.403702 -2.405513 -0.257045 0.622 0.971 -0.081
C 0.962307 -1.675492 -0.322896 0.037 0.246 0.411
H 2.090734 2.336381 -0.020718 0.038 -0.118 0.151
H 1.762076 0.766643 -2.194066 -0.019 -0.124 0.134
H -0.361693 3.004368 0.906449 -0.010 -0.122 0.174
H -2.204131 1.859091 -0.708188 -0.037 -0.134 0.116
H -0.886711 0.486391 -2.631813 -0.016 -0.162 0.145
H 1.298550 -1.576329 -1.374048 0.143 0.197 0.715
H -0.314166 -3.245118 0.473580 -0.513 0.134 -0.184
H -2.188780 -1.472912 0.302048 -0.305 0.174 0.226
H 1.744765 -2.039562 0.364963 -0.006 -0.449 -0.433
H -0.713045 -2.794805 -1.249338 0.053 -0.367 0.177
S -0.001237 0.012554 4.947410 -0.055 0.060 2.529
C 0.037379 0.034868 3.370635 0.192 -0.139 -6.078
N 0.066651 0.016651 2.171875 0.159 0.515 4.904
```
Forces are in eV/Å.

Calculated values
Frontier orbital gap: 4.386 eV
Net charge: -2
Calculated total energy: -833.25283 Ha
Energy relative to the best compared isomer or geometry (same formula, charge and spin): 0.5 kcal per mole

***

Entry 2:
Formula: C8H10Cl21NO2
Source: the OMol25 dataset
Level of theory: wB97M-V/def2-TZVPD

XYZ file:
```
42
Properties=species:S:1:pos:R:3:forces:R:3
C 4.662310 0.373509 1.233527 0.946 -0.665 0.168
Cl 4.207239 -1.334636 1.050820 -0.062 0.187 0.038
Cl 5.958627 0.744042 0.071430 -0.288 0.113 0.202
Cl 5.193360 0.698891 2.892101 -0.078 -0.023 -0.237
H 3.808365 0.973739 1.026763 -0.471 0.351 -0.189
C -2.967627 -3.788509 -1.886619 -1.197 -0.945 -0.387
Cl -3.303611 -4.889539 -0.553836 0.386 -0.175 0.424
Cl -1.256587 -3.628575 -2.236252 -0.211 0.063 0.083
Cl -3.836587 -2.304299 -1.625631 0.171 1.062 0.217
H -3.544231 -4.234415 -2.699415 0.927 0.003 -0.275
C 0.981649 0.136802 4.401194 -0.203 -0.738 0.317
Cl -0.251592 -0.263410 5.623078 -0.042 -0.219 0.059
Cl 1.795134 -1.341676 3.797156 -0.446 0.469 0.070
Cl 2.164048 1.198162 5.123633 0.002 0.310 -0.246
H 0.396667 0.581605 3.605235 0.606 0.209 -0.155
C -2.534786 -2.286729 3.533416 -1.335 -0.879 -1.086
Cl -2.755848 -4.046797 3.310993 0.102 0.267 -0.028
Cl -3.913319 -1.612409 4.350384 -0.389 0.268 0.266
Cl -2.307042 -1.498136 1.963431 0.189 -0.074 0.265
H -1.709497 -2.173798 4.160217 1.444 0.393 0.620
C 1.111614 2.935973 -3.521971 -0.608 -0.506 0.085
Cl -0.584625 2.844973 -3.024046 -0.604 0.301 0.098
Cl 2.038408 3.826318 -2.324852 0.140 -0.091 -0.312
Cl 1.222625 3.616534 -5.160164 0.220 -0.282 0.565
H 1.331685 1.866030 -3.490093 0.887 0.529 -0.431
C -1.341105 3.422221 1.748111 0.748 0.678 -0.302
Cl -2.642793 4.574908 1.701798 -0.476 0.439 0.097
Cl -0.775327 3.191233 3.417124 -0.133 -0.188 -0.583
Cl -0.008588 3.994624 0.671259 -0.332 -0.348 0.492
H -1.729611 2.537130 1.281948 0.186 -0.629 0.351
C -0.395008 -0.998770 -5.410609 0.197 0.065 0.013
Cl 1.012146 -0.779516 -4.365001 0.099 -0.150 0.590
Cl -0.271679 0.252271 -6.651797 -0.505 -0.233 -0.057
Cl -1.929348 -0.925045 -4.482317 0.748 -0.014 -0.591
H -0.242040 -1.986682 -5.859506 -0.554 0.406 0.082
C 0.005218 -0.287889 -0.705074 -0.082 -0.706 0.781
N 0.734550 0.486131 0.335824 2.636 0.802 -1.048
O 0.249696 0.685578 1.415510 -0.704 -0.101 0.288
O 1.873924 0.882302 0.023184 -1.664 -0.590 0.149
H 0.556395 -1.233119 -0.834445 -0.195 0.451 0.017
H -0.028896 0.269330 -1.626095 0.059 0.256 -0.148
H -0.973912 -0.478356 -0.280415 -0.117 -0.066 -0.261
```
Forces are in eV/Å.

Calculated values
Frontier orbital gap: 10.464 eV
Calculated total energy: -10179.96264 Ha
SMILES: C[N+](=O)[O-].ClC(Cl)Cl.ClC(Cl)Cl.ClC(Cl)Cl.ClC(Cl)Cl.ClC(Cl)Cl.ClC(Cl)Cl.ClC(Cl)Cl

***

Entry 3:
Formula: C8H10Cl2N2O
Source: the OMol25 dataset
Level of theory: wB97M-V/def2-TZVPD

XYZ file:
```
23
Properties=species:S:1:pos:R:3:forces:R:3
C 0.329003 3.153231 1.833077 1.963 -2.152 -3.744
C 0.976863 2.905712 0.598525 -1.541 2.413 2.028
C 0.917341 1.191210 1.827839 -0.719 -5.644 2.120
C 2.064195 0.814001 -0.085864 -0.371 1.114 -0.686
C 0.448537 -2.370613 -0.777160 2.815 -1.755 1.560
C -2.530497 -0.317615 -0.472751 3.085 -0.714 -1.395
C 2.672206 0.102704 -0.798203 2.154 -3.987 -1.709
C -1.783633 -1.637972 -0.832682 -1.276 0.307 0.846
N 0.251720 2.010280 2.567714 0.452 0.719 0.064
N 1.303133 1.621565 0.632428 0.452 -0.502 0.756
O -0.453431 -1.585396 -0.257331 -1.612 1.066 0.792
Cl 0.848394 -2.013400 -2.427515 0.067 -0.074 -1.387
Cl 0.059932 -4.139537 -0.544048 -0.290 -0.152 -0.371
H 0.008729 4.082197 2.027523 -1.498 2.925 1.398
H 1.236678 3.541853 -0.189565 0.224 0.745 -0.914
H 1.073571 0.055986 1.990891 -0.362 2.174 0.185
H -2.519304 0.362679 -1.308046 0.045 0.195 -0.530
H -3.518178 -0.577714 -0.307347 -1.860 0.035 1.272
H -1.868599 0.145373 0.244437 -0.810 0.264 1.034
H 3.117727 -0.842685 -1.242911 -0.641 2.293 0.550
H 1.432190 -2.355115 -0.200617 -1.506 0.626 -0.661
H -1.663206 -1.657741 -1.905873 -0.177 -0.739 -0.244
H -2.403372 -2.489004 -0.372520 1.406 0.842 -0.965
```
Forces are in eV/Å.

Calculated values
Frontier orbital gap: 9.645 eV
Calculated total energy: -1415.82003 Ha
Energy relative to the best compared isomer or geometry (same formula, charge and spin): 73.3 kcal per mole

***

Entry 4:
Formula: C8H10Cl2Si
Source: the OMol25 dataset
Level of theory: wB97M-V/def2-TZVPD

XYZ file:
```
21
Properties=species:S:1:pos:R:3:forces:R:3
C -3.176915 -0.325229 -0.968533 -1.664 -1.737 0.494
C -2.584471 0.898658 -1.006243 -0.184 2.604 -1.522
C -2.594080 -1.339620 -0.187693 -0.259 -0.790 0.180
C -1.316805 1.085798 -0.454120 1.956 0.698 -0.678
C -1.379962 -1.116115 0.441989 1.114 1.345 0.562
C -0.607632 0.061472 0.218076 -2.464 0.274 0.362
C 0.725553 0.286868 0.907451 0.833 -0.999 -2.162
C 1.920580 0.072219 -0.190891 -0.282 -0.089 0.976
Si 3.687619 0.136785 0.582047 -0.872 -0.742 -0.621
Cl 1.822806 1.274564 -1.519673 0.074 -0.129 0.290
Cl 1.834885 -1.592680 -0.913500 -0.287 0.341 0.191
H -4.201964 -0.533320 -1.379492 1.251 0.436 0.209
H -3.082065 1.804311 -1.574330 1.037 -2.027 1.258
H -3.110220 -2.325139 -0.027624 0.442 1.241 -0.164
H -0.766890 2.039377 -0.705138 -0.840 -0.974 0.641
H -1.015536 -1.635641 1.322091 -0.142 -1.094 -0.528
H 0.746338 1.303590 1.317462 0.442 -0.354 -0.011
H 0.961183 -0.513807 1.641065 -0.464 0.695 -0.111
H 3.552630 1.309244 1.351979 0.435 1.572 0.522
H 3.867273 -0.883565 1.606039 -0.078 -0.551 0.074
H 4.717683 -0.007760 -0.460961 -0.047 0.281 0.039
```
Forces are in eV/Å.

Calculated values
Frontier orbital gap: 9.969 eV
Calculated total energy: -1520.66801 Ha
Energy relative to the best compared isomer or geometry (same formula, charge and spin): 106.3 kcal per mole
SMILES: [SiH3]C(Cl)(Cl)Cc1ccccc1

***

Entry 5:
Formula: C8H10ClNO
Source: the OMol25 dataset
Level of theory: wB97M-V/def2-TZVPD

XYZ file:
```
21
Properties=species:S:1:pos:R:3:forces:R:3
C -0.438419 0.294349 2.324568 0.009 0.281 0.023
C -0.387003 -0.622176 -1.069458 4.267 1.552 -0.519
C 0.976021 -0.056258 -1.479369 0.831 0.607 -4.044
C 2.156630 -0.165606 -0.526236 -2.056 -2.129 1.524
C 1.545461 0.535900 0.740593 1.302 0.239 -0.823
C 0.420105 -0.207778 1.307132 -1.799 -1.245 0.379
C -1.296494 0.321719 -0.565265 -1.911 -0.980 1.494
C -2.544216 -0.167761 -0.015205 0.700 -1.790 2.097
N -1.212120 0.669763 3.105755 0.488 -0.188 -0.433
O -0.470141 -1.812106 -1.094206 -1.532 -2.593 0.048
Cl -1.189386 1.926461 -0.836696 0.231 2.370 -0.336
H 1.193021 -0.648894 -2.489336 -0.281 1.521 1.896
H 0.916637 1.055294 -1.664587 -0.074 -1.304 -0.490
H 2.348981 -1.297701 -0.396417 -0.011 1.777 0.327
H 3.056625 0.314906 -0.869008 0.127 0.225 -0.244
H 2.332982 0.815128 1.441656 -0.125 -0.154 0.411
H 1.102738 1.493450 0.396131 0.468 -0.091 0.208
H 0.239079 -1.300962 1.143869 0.606 1.080 0.094
H -3.446263 -0.081326 -0.482756 -2.115 0.730 -2.561
H -2.892282 0.168623 0.952245 0.884 0.604 0.756
H -2.411955 -1.235023 0.076591 -0.010 -0.513 0.193
```
Forces are in eV/Å.

Calculated values
Frontier orbital gap (alpha / beta): 7.449 / 7.725 eV
Calculated total energy: -900.88515 Ha
Energy relative to the best compared isomer or geometry (same formula, charge and spin): 73.5 kcal per mole

***

Entry 6:
Formula: C8H10ClNO3
Source: the OMol25 dataset
Level of theory: wB97M-V/def2-TZVPD

XYZ file:
```
23
Properties=species:S:1:pos:R:3:forces:R:3
C -1.473616 1.878839 0.835490 0.036 -1.141 0.315
C -1.076522 0.884220 1.381428 -0.070 0.874 -0.140
C -1.993072 3.010175 0.138758 0.274 0.837 0.030
C 1.856654 -1.872532 -0.496605 0.007 0.064 -0.018
C 2.373930 -0.954992 0.557827 0.031 -0.243 -0.054
C 2.017716 0.308113 0.693910 0.006 0.249 0.072
C -3.865620 0.322482 -1.048479 0.313 -0.440 0.093
C -3.351549 -0.593939 -0.240288 -0.865 0.415 -0.024
N -2.091125 -1.255638 -0.570688 0.040 0.083 -0.210
O -1.634907 -1.035306 -1.667465 0.286 0.046 -0.439
O -2.945719 2.986543 -0.596089 -0.151 0.010 -0.117
O -1.586456 -1.956573 0.269798 0.310 -0.347 0.286
Cl -4.010468 -1.099950 1.255968 -0.145 0.159 -0.035
H -1.425581 3.937912 0.340178 -0.180 0.055 -0.158
H 2.669617 -2.187611 -1.150053 0.047 -0.088 -0.072
H 1.091283 -1.388823 -1.098454 -0.077 -0.029 -0.060
H 1.433443 -2.766047 -0.041306 -0.078 -0.105 -0.047
H 3.092913 -1.390894 1.240069 0.105 0.050 0.156
H -0.683629 0.038666 1.870000 0.173 -0.459 0.235
H 1.305724 0.768700 0.027226 -0.103 0.016 -0.179
H 2.417122 0.939755 1.470101 0.125 0.066 0.166
H -4.774145 0.846414 -0.819371 -0.154 -0.018 0.197
H -3.358160 0.573555 -1.965816 0.071 -0.054 0.003
```
Forces are in eV/Å.

Calculated values
Frontier orbital gap: 9.026 eV
Calculated total energy: -1051.25797 Ha
Energy relative to the best compared isomer or geometry (same formula, charge and spin): 19.1 kcal per mole
SMILES: C=C(Cl)[N+](=O)[O-].C#CC=O.C=CC